Computed, not measured: a structure of composition C19H14N5OPtS, with the ωB97M-V functional and the def2-TZVPD basis.

The geometry in XYZ format:
```
41
Properties=species:S:1:pos:R:3:forces:R:3:mulliken_charge:R:1
Pt 0.14325 -0.38087 0.00080 0.15 0.31 0.00 0.75
N 3.83675 1.60571 -0.00017 0.05 0.02 0.00 0.01
C 4.53950 0.41886 -0.00048 0.02 -0.09 0.00 0.27
C 5.90980 0.18557 -0.00117 -0.03 0.06 0.00 -1.15
C 6.31169 -1.12922 -0.00114 0.04 -0.02 0.00 -0.49
C 5.37053 -2.16761 -0.00064 0.01 -0.03 0.00 -0.98
C 4.01506 -1.92330 0.00013 0.00 0.14 0.00 -0.27
C 3.57625 -0.59718 0.00025 -0.09 0.03 -0.01 0.67
N 2.29755 -0.00301 0.00031 -0.07 -0.22 0.00 -0.45
C 2.53130 1.30016 0.00023 -0.01 -0.07 0.00 0.53
C 1.44146 2.24693 0.00051 0.07 0.11 0.00 0.07
C 1.40147 3.60265 0.00049 -0.02 0.01 0.00 -0.11
S -0.22668 4.11998 0.00062 0.02 -0.02 0.00 -0.06
C -0.76136 2.51077 0.00069 -0.03 0.11 0.00 0.06
N 0.21386 1.64570 0.00065 -0.05 -0.10 0.00 -0.19
H 4.23256 2.52998 -0.00035 -0.03 0.01 0.00 0.22
H 6.62195 0.99981 -0.00167 0.00 0.00 0.00 0.40
H 7.36631 -1.36710 -0.00167 0.00 0.00 0.00 0.40
H 5.72081 -3.19067 -0.00087 -0.02 0.00 0.00 0.42
H 3.33305 -2.74778 0.00010 0.11 -0.06 0.00 0.40
H 2.21816 4.30523 0.00035 -0.02 0.01 0.00 0.37
H -1.79875 2.21579 0.00070 0.01 -0.05 0.00 0.29
O -1.78979 -0.07940 0.00065 -0.25 -0.06 0.00 -0.82
C -2.80269 -0.93314 0.00016 0.07 0.08 0.00 0.54
C -4.09036 -0.37135 -0.00027 -0.04 0.07 0.00 -0.45
C -5.21471 -1.15911 -0.00101 0.04 -0.02 0.00 -0.62
C -5.09963 -2.55222 -0.00129 -0.03 0.01 0.00 -0.85
C -3.84814 -3.11423 -0.00098 0.00 0.01 0.00 -0.63
C -2.68408 -2.32614 -0.00022 0.05 -0.08 0.00 0.52
C -1.37881 -2.95672 0.00031 -0.06 0.04 0.00 1.01
N -0.17908 -2.37412 0.00116 0.33 -0.14 0.00 -0.27
C 0.76410 -3.38439 0.00203 -0.15 0.02 0.00 0.35
C 0.14236 -4.57966 0.00141 -0.04 -0.03 0.00 -0.84
N -1.20130 -4.29394 0.00036 0.05 -0.03 0.00 -0.03
H -4.16630 0.70842 -0.00007 -0.02 -0.01 0.00 0.39
H -6.19232 -0.69575 -0.00133 0.00 0.00 0.00 0.42
H -5.98025 -3.17836 -0.00182 0.01 0.00 0.00 0.40
H -3.77767 -4.19489 -0.00127 0.00 0.00 0.00 0.28
H 1.80426 -3.16902 0.00306 -0.03 -0.01 0.00 -0.11
H 0.51957 -5.58575 0.00177 0.01 0.01 0.00 0.41
H -1.93917 -4.97486 -0.00016 -0.02 0.03 0.00 0.15
```
Forces are in eV/Å.

Computed properties:
charge	+1
E	-43506.91118	eV